An isolated molecule of C3H5NO3, computed with wB97M-V/def2-TZVPD.

Values from the calculation:
SMILES: NC(=O)COC=O
LUMO energy in hartree: 0.02983
Orbital gap in eV: 10.9
Energy in eV: -10825.031
Energy above the lowest of the compared OMol25 structures with the same formula, charge and spin in kJ/mol: 63.4

```
! RIJCOSX wB97M-V def2-TZVPD def2/J DEFGRID3
* xyz 0 1
O -1.240 0.497 0.682
O -1.409 -0.859 -1.123
O 1.870 1.328 0.711
N 1.402 -0.200 -0.911
C -0.004 -0.125 1.078
C 1.183 0.424 0.275
C -1.833 0.019 -0.409
H 2.096 0.206 -1.521
H -0.096 -1.211 0.979
H 0.678 -0.783 -1.310
H -2.784 0.544 -0.568
H 0.137 0.159 2.119
*
```


A cluster of 2 separate species, C3H5NO3S in total in a non-equilibrium geometry, computed with wB97M-V/def2-TZVPD.

Values from the calculation:
LUMO energy (alpha / beta) in hartree: -0.03269 / -0.01648
Orbital gap (alpha / beta) in eV: 7.7 / 8.5
Energy in eV: -21653.290
Energy above the lowest of the compared OMol25 structures with the same formula, charge and spin in kJ/mol: 664.5

```
! RIJCOSX wB97M-V def2-TZVPD def2/J DEFGRID3
* xyz 0 1
S -1.472 0.754 -1.367
O -1.608 1.459 -2.655
O -1.116 -0.641 3.257
O 1.393 0.365 1.540
N -0.756 -0.616 1.884
C 0.355 -0.192 1.354
C -0.009 0.133 -1.246
C 1.330 0.006 -1.828
H 1.291 -0.950 -2.342
H -1.324 -1.328 1.468
H 1.653 1.006 -2.354
H -1.715 0.133 3.265
H 1.977 -0.129 -0.976
*
```


A cluster of 3 separate species, C3H5NO4 in total in a non-equilibrium geometry, computed with wB97M-V/def2-TZVPD.

Values from the calculation:
LUMO energy in hartree: -0.03559
Orbital gap in eV: 9.7
Energy in eV: -12864.134
Energy above the lowest of the compared OMol25 structures with the same formula, charge and spin in kJ/mol: 843.4

```
! RIJCOSX wB97M-V def2-TZVPD def2/J DEFGRID3
* xyz 0 1
O 1.810 -1.687 -0.290
O -0.405 0.963 -0.725
O 1.473 -1.166 2.475
O 0.448 0.986 2.017
N 0.874 0.363 -1.006
C 1.083 -0.724 0.039
C 0.821 -0.388 1.650
C -1.501 0.111 -0.912
H -2.325 0.529 -2.203
H -1.361 -1.164 -0.671
H 0.348 1.562 1.334
H -2.347 0.671 0.164
H 1.083 -0.055 -1.873
*
```


A cluster of 2 separate species, C3H5NO4P in total in a non-equilibrium geometry, computed with wB97M-V/def2-TZVPD.

Values from the calculation:
LUMO energy in hartree: 0.12628
Orbital gap in eV: 8.1
Energy in eV: -22163.261
Energy above the lowest of the compared OMol25 structures with the same formula, charge and spin in kJ/mol: 0.0

```
! RIJCOSX wB97M-V def2-TZVPD def2/J DEFGRID3
* xyz -1 1
P 1.791 -3.959 1.477
O 0.767 -0.866 0.641
O 2.312 -4.966 2.440
O 1.826 -2.616 2.274
O -3.014 -0.948 1.752
N -1.317 -0.074 0.643
C -2.237 -0.992 0.841
C 0.128 1.059 -0.718
C -0.109 -0.112 0.154
H -0.471 0.761 -1.726
H 1.175 1.032 -0.924
H -2.265 -1.902 0.027
H -0.212 1.955 -0.340
H 1.629 -1.830 1.767
*
```


A cluster of 4 separate species, C3H5NO4S in total in a non-equilibrium geometry, computed with wB97M-V/def2-TZVPD.

Values from the calculation:
LUMO energy in hartree: -0.00139
Orbital gap in eV: 10.5
Energy in eV: -23705.216
Energy above the lowest of the compared OMol25 structures with the same formula, charge and spin in kJ/mol: 0.0

```
! RIJCOSX wB97M-V def2-TZVPD def2/J DEFGRID3
* xyz 0 1
S -0.112 0.644 1.248
O 3.450 1.847 0.490
O 0.130 1.682 2.219
O 0.800 0.682 0.114
O 3.425 -0.428 0.646
N -2.111 1.734 0.302
C 0.024 -3.028 -1.163
C -1.018 -3.270 -1.815
C 3.395 0.720 0.603
H -2.733 1.118 -0.241
H 0.981 -2.703 -1.099
H -1.974 -3.609 -1.994
H -1.662 2.387 -0.332
H -2.598 2.224 1.024
*
```


A cluster of 2 separate species, C3H5NOS in total in a non-equilibrium geometry, computed with wB97M-V/def2-TZVPD.

Values from the calculation:
LUMO energy (alpha / beta) in hartree: -0.01947 / -0.01950
Orbital gap (alpha / beta) in eV: 8.4 / 8.4
Energy in eV: -17561.214
Energy above the lowest of the compared OMol25 structures with the same formula, charge and spin in kJ/mol: 391.0

```
! RIJCOSX wB97M-V def2-TZVPD def2/J DEFGRID3
* xyz 0 1
S -0.663 -1.714 0.132
O -2.226 0.696 -0.587
N -0.172 0.615 1.042
C 0.738 0.459 0.127
C -1.138 -0.352 0.900
C 0.949 -0.960 -0.453
H 1.871 -1.347 0.010
H 1.576 1.160 0.006
H -2.018 1.571 -0.245
H 0.881 -0.948 -1.485
H -1.863 -0.627 1.777
*
```


A structure of composition C3H5NOS in a non-equilibrium geometry, computed with wB97M-V/def2-TZVPD.

Values from the calculation:
LUMO energy in hartree: 0.02007
Orbital gap in eV: 9.1
Energy in eV: -17557.593
Energy above the lowest of the compared OMol25 structures with the same formula, charge and spin in kJ/mol: 740.5

```
! RIJCOSX wB97M-V def2-TZVPD def2/J DEFGRID3
* xyz 0 1
S 0.174 0.431 -1.101
O 0.846 -0.894 1.724
N 1.491 0.395 1.384
C 1.276 0.886 0.283
C -2.543 -0.802 -1.086
C -1.409 -0.239 -0.318
H 1.458 -1.033 2.528
H 2.004 1.772 -0.160
H -3.109 -0.708 -2.332
H -1.108 -0.123 1.019
H -3.174 -1.501 -0.183
*
```


A cluster of 2 separate species, C3H5NOS in total in a non-equilibrium geometry, computed with wB97M-V/def2-TZVPD.

Values from the calculation:
LUMO energy (alpha / beta) in hartree: -0.05116 / -0.05907
Orbital gap (alpha / beta) in eV: 7.6 / 7.3
Energy in eV: -17557.334
Energy above the lowest of the compared OMol25 structures with the same formula, charge and spin in kJ/mol: 765.4

```
! RIJCOSX wB97M-V def2-TZVPD def2/J DEFGRID3
* xyz 0 1
S -2.780 0.265 0.423
O -1.462 0.702 -0.395
N -0.528 -0.106 -0.775
C 1.532 0.976 0.572
C -0.519 -1.322 -0.131
C 1.864 1.930 -0.128
H 1.016 0.516 1.373
H -1.039 -1.436 0.899
H 2.358 2.420 -0.931
H -0.915 -2.185 -0.880
H 0.473 -1.759 -0.027
*
```


A cluster of 2 separate species, C3H5NOS in total in a non-equilibrium geometry, computed with wB97M-V/def2-TZVPD.

Values from the calculation:
SMILES: c1cscn1.O
LUMO energy in hartree: 0.02698
Orbital gap in eV: 9.7
Energy in eV: -17563.965
Energy above the lowest of the compared OMol25 structures with the same formula, charge and spin in kJ/mol: 125.7

```
! RIJCOSX wB97M-V def2-TZVPD def2/J DEFGRID3
* xyz 0 1
S 0.727 1.491 0.006
O -2.523 0.491 -0.120
N 0.788 -0.954 -0.770
C 1.437 -0.934 0.421
C 0.325 0.173 -1.099
C 1.544 0.342 0.955
H -2.840 0.233 0.700
H -3.055 0.134 -0.740
H 1.786 -1.949 0.709
H 2.156 0.486 1.828
H -0.345 0.488 -1.889
*
```


A structure of composition C3H5NOS in a non-equilibrium geometry, computed with wB97M-V/def2-TZVPD.

Values from the calculation:
LUMO energy in hartree: -0.00552
Orbital gap in eV: 8.7
Energy in eV: -17559.845
Energy above the lowest of the compared OMol25 structures with the same formula, charge and spin in kJ/mol: 523.2

```
! RIJCOSX wB97M-V def2-TZVPD def2/J DEFGRID3
* xyz 0 1
S -2.381 0.322 -0.120
O 2.871 -0.581 -0.171
N -1.096 -0.904 0.155
C 0.855 0.697 0.053
C 0.247 -0.629 -0.034
C 2.444 0.562 0.133
H 0.737 1.231 -0.866
H -3.292 -0.856 0.801
H 0.856 -1.304 0.069
H 2.972 1.632 0.470
H 0.253 1.342 0.807
*
```


An isolated molecule of C3H5NOS in a non-equilibrium geometry, computed with wB97M-V/def2-TZVPD.

Values from the calculation:
LUMO energy in hartree: -0.10865
Orbital gap in eV: 3.9
Energy in eV: -17559.523
Energy above the lowest of the compared OMol25 structures with the same formula, charge and spin in kJ/mol: 554.2

```
! RIJCOSX wB97M-V def2-TZVPD def2/J DEFGRID3
* xyz 0 1
S 2.525 3.106 -1.685
O -0.915 -1.828 0.469
N 1.085 0.931 -0.881
C 1.356 2.170 -0.781
C -0.046 0.231 -0.492
C 0.195 -1.098 0.058
H -0.731 0.265 -1.447
H -0.709 -2.782 0.513
H -0.782 0.824 0.312
H 0.828 2.860 -0.198
H 1.124 -1.497 0.433
*
```


An isolated molecule of C3H5NOS in a non-equilibrium geometry, computed with wB97M-V/def2-TZVPD.

Values from the calculation:
SMILES: CN(C=O)C=S
LUMO energy in hartree: -0.00036
Orbital gap in eV: 8.3
Energy in eV: -17564.030
Energy above the lowest of the compared OMol25 structures with the same formula, charge and spin in kJ/mol: 119.4

```
! RIJCOSX wB97M-V def2-TZVPD def2/J DEFGRID3
* xyz 0 1
S 2.817 0.062 0.009
O 0.864 2.268 -0.022
N 0.136 0.103 0.001
C -1.086 -0.684 -0.002
C -0.020 1.484 0.018
C 1.316 -0.578 0.026
H -1.137 1.702 0.083
H -1.702 -0.459 -0.875
H -0.794 -1.745 -0.012
H -1.634 -0.471 0.921
H 1.238 -1.680 -0.146
*
```


An isolated molecule of C3H5NOS in a non-equilibrium geometry, computed with wB97M-V/def2-TZVPD.

Values from the calculation:
LUMO energy (alpha / beta) in hartree: -0.01321 / 0.00285
Orbital gap (alpha / beta) in eV: 8.0 / 8.1
Energy in eV: -17559.086
Energy above the lowest of the compared OMol25 structures with the same formula, charge and spin in kJ/mol: 596.4

```
! RIJCOSX wB97M-V def2-TZVPD def2/J DEFGRID3
* xyz 0 1
S -1.308 -1.269 -0.763
O -1.427 0.127 0.046
N -0.298 -2.093 0.200
C 1.048 0.992 -1.254
C 0.916 0.965 0.021
C -0.402 0.608 0.790
H 0.669 1.140 -2.218
H -0.213 -0.143 1.463
H -0.992 1.451 1.268
H 0.162 -2.874 -0.181
H 1.845 1.096 0.629
*
```


An isolated molecule of C3H5NOS in a non-equilibrium geometry, computed with wB97M-V/def2-TZVPD.

Values from the calculation:
SMILES: N#C[C@@H](S)CO
LUMO energy in hartree: -0.00046
Orbital gap in eV: 10.4
Energy in eV: -17561.394
Energy above the lowest of the compared OMol25 structures with the same formula, charge and spin in kJ/mol: 373.7

```
! RIJCOSX wB97M-V def2-TZVPD def2/J DEFGRID3
* xyz 0 1
S 0.901 -1.701 -0.356
O 1.602 1.218 -0.117
N -2.772 -0.191 -0.349
C 0.160 1.006 -0.322
C -0.142 -0.454 0.228
C -1.589 -0.547 -0.082
H -0.201 1.263 -1.535
H -0.225 -0.295 1.398
H 2.160 0.397 -0.329
H 0.579 -2.329 0.902
H -0.473 1.632 0.561
*
```


An isolated molecule of C3H5NOS in a non-equilibrium geometry, computed with wB97M-V/def2-TZVPD.

Values from the calculation:
SMILES: C=NOC(C)=S
LUMO energy in hartree: 0.00745
Orbital gap in eV: 8.8
Energy in eV: -17560.342
Energy above the lowest of the compared OMol25 structures with the same formula, charge and spin in kJ/mol: 475.2

```
! RIJCOSX wB97M-V def2-TZVPD def2/J DEFGRID3
* xyz 0 1
S 1.362 -1.887 -0.071
O -0.358 0.193 -0.297
N -1.173 -0.831 -0.192
C 1.814 0.998 0.016
C -2.385 -0.596 0.097
C 0.940 -0.309 -0.071
H 2.890 0.739 -0.261
H -2.863 0.335 0.077
H 1.159 1.646 -0.841
H -3.173 -1.459 0.210
H 1.786 1.170 1.333
*
```


An isolated molecule of C3H5NOS2 in a non-equilibrium geometry, computed with wB97M-V/def2-TZVPD.

Values from the calculation:
LUMO energy in hartree: 0.01313
Orbital gap in eV: 9.7
Energy in eV: -28398.436
Energy above the lowest of the compared OMol25 structures with the same formula, charge and spin in kJ/mol: 173.2

```
! RIJCOSX wB97M-V def2-TZVPD def2/J DEFGRID3
* xyz 0 1
S 1.981 -0.230 -0.480
S -0.551 1.320 0.189
O 2.633 -0.509 0.796
N 0.555 -1.107 -0.364
C 1.206 1.546 -0.308
C -0.547 -0.416 -0.085
C -1.866 -1.075 0.175
H -2.615 -0.219 0.530
H -2.123 -1.662 -0.626
H -1.698 -1.648 1.013
H 1.687 2.066 0.425
H 1.337 1.934 -1.265
*
```


An isolated molecule of C3H5NOS2 in a non-equilibrium geometry, computed with wB97M-V/def2-TZVPD.

Values from the calculation:
LUMO energy (alpha / beta) in hartree: -0.01595 / 0.00675
Orbital gap (alpha / beta) in eV: 8.5 / 7.4
Energy in eV: -28394.444
Energy above the lowest of the compared OMol25 structures with the same formula, charge and spin in kJ/mol: 558.3

```
! RIJCOSX wB97M-V def2-TZVPD def2/J DEFGRID3
* xyz 0 1
S 1.889 1.873 -0.233
S 3.478 -0.645 0.147
O 1.388 -2.148 -0.038
N 0.562 -1.099 -0.318
C 0.229 -0.232 0.747
C 0.209 1.173 0.321
C 3.097 0.821 -0.166
H -0.339 1.767 1.124
H 1.642 -2.666 -0.853
H 1.047 -0.360 1.585
H -0.587 -0.484 1.269
H -0.366 1.338 -0.604
*
```


A cluster of 2 separate species, C3H5NOS2 in total in a non-equilibrium geometry, computed with wB97M-V/def2-TZVPD.

Values from the calculation:
LUMO energy in hartree: -0.01345
Orbital gap in eV: 8.4
Energy in eV: -28395.988
Energy above the lowest of the compared OMol25 structures with the same formula, charge and spin in kJ/mol: 409.4

```
! RIJCOSX wB97M-V def2-TZVPD def2/J DEFGRID3
* xyz 0 1
S 1.955 -0.407 -0.818
S -3.096 -0.069 -0.617
O -0.280 0.985 -0.052
N -1.643 -0.993 -0.236
C 0.725 -1.232 0.219
C -0.470 -0.431 -0.162
C 1.134 1.101 -0.214
H -2.523 1.311 0.572
H 0.463 -2.430 -0.017
H 1.321 1.973 -0.850
H 0.775 -1.275 1.393
H 1.638 1.466 0.781
*
```


A structure of composition C3H5NOS2 in a non-equilibrium geometry, computed with wB97M-V/def2-TZVPD.

Values from the calculation:
LUMO energy (alpha / beta) in hartree: -0.04818 / -0.04801
Orbital gap (alpha / beta) in eV: 7.0 / 7.0
Energy in eV: -28395.371
Energy above the lowest of the compared OMol25 structures with the same formula, charge and spin in kJ/mol: 468.9

```
! RIJCOSX wB97M-V def2-TZVPD def2/J DEFGRID3
* xyz 0 1
S -0.944 1.804 0.229
S -3.970 -0.073 -0.392
O -1.135 -1.923 -0.005
N -0.908 -0.705 0.208
C 0.581 0.971 -0.345
C 0.483 -0.340 0.331
C -1.780 0.253 0.360
H 0.586 1.068 -1.467
H -3.440 -1.285 -0.490
H 0.797 -0.174 1.308
H 1.375 1.650 0.125
H 0.947 -1.261 -0.049
*
```


A cluster of 2 separate species, C3H5NOS2 in total in a non-equilibrium geometry, computed with wB97M-V/def2-TZVPD.

Values from the calculation:
LUMO energy in hartree: -0.02603
Orbital gap in eV: 8.4
Energy in eV: -28393.150
Energy above the lowest of the compared OMol25 structures with the same formula, charge and spin in kJ/mol: 683.2

```
! RIJCOSX wB97M-V def2-TZVPD def2/J DEFGRID3
* xyz 0 1
S 1.434 -1.155 -0.771
S -2.191 -0.497 -1.007
O -0.494 2.135 -0.525
N -1.738 -0.634 0.743
C 0.672 0.148 0.263
C -0.545 -0.160 1.006
C 0.744 1.371 -0.634
H 2.416 -1.678 0.188
H 1.531 0.339 0.906
H -0.472 -0.312 2.164
H 2.179 1.670 -1.379
H -3.537 -1.228 -0.956
*
```